Entry 1:
Density functional theory data (the ωB97M-V functional and the def2-TZVPD basis) for a cluster of 10 separate species, BF4H18O9 in total at a distorted geometry.

The calculation puts the HOMO-LUMO gap at 9.489 eV. The energy above the lowest of the compared OMol25 structures with the same formula, charge and spin is 812.6 kJ/mol. The net charge is -1. The calculation puts the lowest unoccupied orbital energy at 2.5 eV. The total energy comes out at -30267.987 eV.

Positions of all 32 atoms, in Å:
B 13.490 20.626 7.932
F 13.089 20.489 9.269
F 12.988 21.731 7.401
F 14.888 20.681 7.943
F 13.131 19.514 7.252
O 14.352 18.902 5.601
H 14.033 19.216 6.447
H 13.753 19.286 4.961
O 15.104 18.154 8.031
H 14.663 19.004 8.046
H 15.824 18.269 7.411
O 12.604 21.288 11.261
H 13.363 21.592 11.758
H 12.643 21.779 10.440
O 10.744 20.590 7.487
H 10.416 21.121 6.762
H 11.684 20.767 7.508
O 15.315 21.925 6.048
H 14.681 22.641 6.094
H 15.041 21.318 6.736
O 12.747 23.241 8.708
H 13.462 22.614 8.601
H 12.440 23.408 7.817
O 12.846 18.346 9.545
H 13.282 19.174 9.347
H 12.030 18.601 9.977
O 11.164 18.004 5.957
H 10.376 18.484 5.703
H 11.625 18.597 6.550
O 15.542 21.020 9.982
H 15.053 20.654 9.246
H 15.307 21.948 9.989

Atomic partial charges in e from the Mulliken method, atoms 1 to 5:
1 B -0.624
2 F -0.184
3 F -0.277
4 F -0.363
5 F -0.206



Entry 2:
Density functional theory data (the ωB97M-V functional and the def2-TZVPD basis) for a structure of composition C6H9NOS2 at a distorted geometry.

The calculation puts the HOMO-LUMO gap at 9.250 eV. The energy above the lowest of the compared OMol25 structures with the same formula, charge and spin is 375.1 kJ/mol. The calculation puts the lowest unoccupied orbital energy at 0.5 eV. The total energy comes out at -31571.400 eV.

Positions of all 19 atoms, in Å:
C 2.170 1.406 0.434
C 1.312 -0.997 1.088
C 0.158 -1.588 1.021
C -0.538 -2.141 -0.227
C -2.067 -1.777 -0.329
C -1.779 0.818 0.036
H 2.409 1.277 1.585
H 1.084 1.798 0.148
H 2.881 2.160 0.018
H 1.597 -0.527 2.009
H -0.435 -1.823 1.921
H -0.054 -1.888 -1.206
H -0.787 -3.201 -0.311
H -2.321 -1.737 -1.494
H -2.785 -2.750 0.275
N -2.249 -0.284 0.218
O 0.979 0.089 -1.430
S 2.015 -0.274 -0.397
S -1.341 2.377 0.074

Atomic partial charges in e from the Mulliken method, atoms 1 to 5:
1 C -0.445
2 C -0.395
3 C -0.201
4 C -0.405
5 C -0.447



Entry 3:
Density functional theory data (the ωB97M-V functional and the def2-TZVPD basis) for a structure of composition C12H6MnNOS5 at a distorted geometry.

The calculation puts the HOMO-LUMO gap (spin up / spin down) at 6.660 / 5.840 eV. The expectation value of S² is 4.04. The spin multiplicity is 4. The energy above the lowest of the compared OMol25 structures with the same formula, charge and spin is 16.6 kJ/mol. The net charge is +1. The calculation puts the lowest unoccupied orbital energy (spin up / spin down) at -5.2 / -6.1 eV. The total energy comes out at -101567.709 eV.

Positions of all 26 atoms, in Å:
Mn -0.238 0.470 -1.377
O 0.060 6.211 1.907
C 0.054 5.220 1.261
S 1.409 4.043 1.228
C 0.684 2.966 0.086
C -0.584 3.305 -0.415
S -1.410 2.323 -1.529
S -1.294 4.770 0.162
S 1.492 1.545 -0.385
S 1.770 -3.423 -1.231
C 2.408 -2.600 -2.593
C 1.889 -1.349 -2.746
C 0.928 -1.035 -1.748
C 0.769 -2.088 -0.860
C -0.177 -1.908 0.220
C -0.467 -2.789 1.252
C -1.417 -2.438 2.195
C -2.064 -1.211 2.091
C -1.725 -0.372 1.052
N -0.800 -0.703 0.140
H 3.142 -3.088 -3.216
H 2.191 -0.689 -3.547
H 0.055 -3.734 1.300
H -1.654 -3.110 3.009
H -2.817 -0.906 2.802
H -2.203 0.592 0.943

Atomic partial charges in e from the Mulliken method, atoms 1 to 5:
1 Mn -0.588
2 O -0.413
3 C 0.563
4 S -0.058
5 C 0.400



Entry 4:
Density functional theory data (the ωB97M-V functional and the def2-TZVPD basis) for a structure of composition C16H17BrCl3GeIN2O2SiTi.

The calculation puts the HOMO-LUMO gap at 7.559 eV. The energy above the lowest of the compared OMol25 structures with the same formula, charge and spin is 41.9 kJ/mol. The calculation puts the lowest unoccupied orbital energy at -0.9 eV. The total energy comes out at -227169.114 eV.

Positions of all 45 atoms, in Å:
Ti -0.108 0.169 -1.514
C 0.023 -3.293 -1.062
Si -0.063 -1.834 0.122
C -1.684 -1.773 1.061
C 1.316 -1.984 1.378
C 1.149 -1.457 2.661
C 2.154 -1.558 3.614
C 3.343 -2.198 3.300
C 3.524 -2.734 2.032
C 2.522 -2.622 1.082
H 0.022 -4.221 -0.485
H 0.941 -3.268 -1.653
H -0.831 -3.299 -1.740
H -1.677 -2.490 1.884
H -2.513 -2.018 0.395
H -1.858 -0.777 1.468
H 0.222 -0.960 2.922
H 2.008 -1.138 4.601
H 4.128 -2.280 4.041
H 4.451 -3.237 1.785
H 2.689 -3.032 0.092
I 2.499 0.373 -1.079
Br -1.695 4.435 4.368
C -1.352 4.514 2.513
C -1.306 5.743 1.868
N -1.073 5.866 0.565
C -0.871 4.759 -0.139
C -0.897 3.491 0.429
C -1.148 3.359 1.788
C -0.669 2.297 -0.405
O -0.265 2.378 -1.589
O -0.868 1.123 0.085
H -1.468 6.657 2.426
H -0.685 4.869 -1.200
H -1.182 2.380 2.246
C 1.291 -1.653 -5.749
C 0.858 -1.112 -4.472
N 0.528 -0.683 -3.466
H 1.908 -0.918 -6.262
H 0.422 -1.890 -6.359
H 1.874 -2.556 -5.579
Cl -2.174 -0.621 -2.191
Ge -4.163 0.639 -0.494
Cl -3.682 2.617 -1.325
Cl -5.641 -0.063 -1.958

Atomic partial charges in e from the Mulliken method, atoms 1 to 5:
1 Ti -0.325
2 C -1.215
3 Si 1.317
4 C -1.006
5 C 0.454



Entry 5:
Density functional theory data (the ωB97M-V functional and the def2-TZVPD basis) for a structure of composition C35H24F5IrN4O3S2Se at a distorted geometry.

The calculation puts the HOMO-LUMO gap (spin up / spin down) at 6.162 / 5.865 eV. The expectation value of S² is 0.77. The spin multiplicity is 2. The net charge is -1. The calculation puts the lowest unoccupied orbital energy (spin up / spin down) at 1.3 / 1.2 eV. The total energy comes out at -152229.283 eV.

Positions of all 75 atoms, in Å:
Ir 0.378 -0.818 -0.418
C -3.143 1.639 -1.796
C -1.984 2.005 -0.918
N -2.110 1.766 0.331
N -1.331 2.229 1.284
C -0.669 1.529 2.113
S -0.462 -0.206 2.211
S 0.149 2.471 3.391
C 1.775 2.751 2.564
C 2.203 4.178 2.685
C 1.939 5.092 1.669
C 2.356 6.409 1.782
C 3.036 6.836 2.913
C 3.287 5.936 3.938
C 2.873 4.618 3.825
C -0.764 2.594 -1.491
C -0.851 3.603 -2.449
C 0.271 4.258 -2.921
C 1.521 3.902 -2.425
C 1.642 2.879 -1.510
C 0.516 2.179 -1.027
O 0.698 1.215 -0.152
H -4.063 1.640 -1.215
H -3.222 2.321 -2.642
H -2.981 0.636 -2.192
H 2.488 2.087 3.053
H 1.640 2.456 1.525
H 1.405 4.765 0.784
H 2.151 7.107 0.979
H 3.373 7.861 2.995
H 3.810 6.261 4.830
H 3.064 3.919 4.631
H -1.827 3.907 -2.808
H 0.177 5.041 -3.662
H 2.407 4.425 -2.766
H 2.610 2.563 -1.140
C -1.758 -4.941 -3.695
C -2.320 -3.927 -2.932
C -1.553 -3.223 -2.024
C -0.201 -3.520 -1.854
C 0.362 -4.544 -2.630
C -0.410 -5.238 -3.540
N 0.560 -2.836 -0.895
N 1.602 -3.444 -0.496
C 2.394 -2.715 0.327
C 3.527 -3.286 0.926
C 4.288 -2.538 1.794
C 3.946 -1.212 2.061
C 2.828 -0.641 1.467
C 2.029 -1.376 0.610
H -2.364 -5.491 -4.404
H -3.370 -3.686 -3.038
H -1.995 -2.431 -1.439
H 1.411 -4.767 -2.504
H 0.037 -6.024 -4.136
H 3.781 -4.312 0.690
H 5.153 -2.982 2.271
H 4.553 -0.616 2.731
H 2.575 0.385 1.688
F -5.120 -6.481 1.771
C -4.589 -5.278 1.523
C -3.676 -4.723 2.404
F -3.330 -5.399 3.506
C -3.134 -3.477 2.142
F -2.271 -2.956 3.018
C -3.467 -2.750 1.003
Se -2.756 -1.021 0.611
C -4.396 -3.334 0.145
F -4.781 -2.662 -0.951
C -4.949 -4.576 0.386
F -5.836 -5.105 -0.468
O 1.393 -0.342 -2.621
C 0.223 -0.226 -3.028
O -0.788 -0.433 -2.316
H 0.048 0.077 -4.076

Atomic partial charges in e from the Mulliken method, atoms 1 to 5:
1 Ir 0.633
2 C -1.376
3 C 1.054
4 N -0.175
5 N -0.660